{
  "formula": "C48H45CdN3O4P",
  "method": "wB97M-V/def2-TZVPD",
  "largest_force_ev_per_a": 0.57,
  "e_homo_ha": -0.364,
  "charge": 1,
  "e_above_lowest_kj_mol": 0.0,
  "total_energy_ev": -77015.0508,
  "gap_ev": 7.367,
  "symbols": ["Cd", "C", "O", "C", "C", "C", "C", "C", "C", "N", "C", "N", "C", "C", "C", "C", "C", "C", "O", "C", "N", "C", "C", "C", "C", "C", "C", "O", "C", "H", "H", "H", "H", "H", "H", "H", "H", "H", "H", "H", "H", "H", "H", "H", "H", "H", "H", "H", "H", "H", "H", "C", "C", "O", "C", "C", "C", "C", "C", "C", "H", "H", "H", "H", "H", "H", "H", "H", "C", "C", "C", "C", "C", "C", "P", "C", "C", "C", "C", "C", "C", "C", "C", "C", "C", "C", "C", "H", "H", "H", "H", "H", "H", "H", "H", "H", "H", "H", "H", "H", "H", "H"],
  "coordinates": [[-0.163, -0.649, 0.691], [-5.255, 0.786, 1.389], [-5.811, 0.159, 0.228], [-5.857, 0.844, -0.942], [-7.019, 0.688, -1.693], [-7.163, 1.316, -2.916], [-6.138, 2.115, -3.415], [-4.968, 2.243, -2.692], [-4.806, 1.604, -1.462], [-3.571, 1.776, -0.761], [-2.645, 0.788, -0.563], [-3.027, -0.433, -0.975], [-2.587, -1.771, -0.734], [-1.501, -2.173, 0.029], [-1.313, -3.553, 0.209], [-2.151, -4.489, -0.367], [-3.223, -4.072, -1.154], [-3.442, -2.722, -1.328], [-4.463, -2.198, -2.061], [-5.497, -3.074, -2.495], [-1.499, 1.031, 0.035], [-1.095, 2.337, 0.420], [-0.694, 2.545, 1.742], [-0.166, 3.756, 2.161], [-0.032, 4.803, 1.257], [-0.447, 4.625, -0.053], [-0.972, 3.407, -0.468], [-1.436, 3.272, -1.750], [-0.425, 2.964, -2.716], [-5.758, 0.337, 2.241], [-5.444, 1.860, 1.379], [-4.185, 0.606, 1.470], [-7.811, 0.080, -1.273], [-8.081, 1.193, -3.477], [-6.248, 2.622, -4.365], [-4.143, 2.838, -3.071], [-3.179, 2.701, -0.822], [-3.902, -0.435, -1.478], [-0.502, -3.909, 0.834], [-1.980, -5.549, -0.215], [-3.876, -4.799, -1.619], [-6.269, -2.444, -2.925], [-5.906, -3.635, -1.654], [-5.130, -3.766, -3.254], [-0.813, 1.728, 2.447], [0.132, 3.886, 3.196], [0.370, 5.758, 1.575], [-0.381, 5.431, -0.776], [-0.903, 2.965, -3.692], [0.006, 1.981, -2.523], [0.366, 3.715, -2.698], [0.202, -0.327, 5.350], [0.874, -0.703, 4.062], [0.239, -0.599, 3.017], [2.281, -1.177, 4.091], [3.098, -0.940, 5.195], [4.427, -1.340, 5.174], [4.936, -2.000, 4.061], [4.116, -2.267, 2.968], [2.798, -1.849, 2.990], [-0.849, -0.123, 5.166], [0.674, 0.567, 5.766], [0.307, -1.126, 6.087], [2.712, -0.428, 6.069], [5.063, -1.141, 6.028], [5.973, -2.317, 4.050], [4.502, -2.793, 2.100], [2.152, -2.054, 2.152], [4.043, -4.456, -1.177], [2.829, -4.312, -0.523], [2.274, -3.047, -0.371], [2.931, -1.916, -0.851], [4.132, -2.079, -1.546], [4.688, -3.339, -1.699], [2.213, -0.264, -0.558], [2.477, 0.567, -2.144], [2.024, -0.059, -3.308], [2.144, 0.582, -4.531], [2.715, 1.849, -4.599], [3.163, 2.474, -3.443], [3.035, 1.840, -2.214], [3.339, 0.592, 0.590], [2.793, 1.263, 1.679], [3.609, 1.894, 2.611], [4.985, 1.858, 2.454], [5.543, 1.212, 1.355], [4.725, 0.591, 0.425], [4.478, -5.440, -1.304], [2.304, -5.182, -0.146], [1.305, -2.950, 0.102], [4.625, -1.222, -1.991], [5.622, -3.453, -2.236], [1.588, -1.050, -3.258], [1.798, 0.092, -5.433], [2.816, 2.347, -5.557], [3.612, 3.458, -3.497], [3.380, 2.333, -1.313], [1.718, 1.306, 1.808], [3.168, 2.409, 3.457], [5.627, 2.343, 3.180], [6.618, 1.195, 1.222], [5.175, 0.090, -0.424]],
  "forces_ev_per_angstrom": [[0.177, 0.033, -0.460], [-0.093, -0.016, -0.109], [0.119, -0.054, 0.277], [0.020, -0.023, -0.032], [-0.092, 0.023, -0.080], [0.014, 0.006, -0.007], [-0.026, -0.012, -0.001], [0.055, 0.003, 0.017], [0.174, 0.087, 0.031], [-0.184, -0.018, -0.053], [-0.051, 0.077, 0.104], [0.237, -0.161, 0.035], [-0.078, 0.170, 0.121], [0.061, -0.136, 0.074], [-0.153, 0.003, -0.066], [-0.014, 0.034, -0.010], [0.046, -0.126, 0.021], [-0.030, -0.032, -0.047], [-0.258, -0.068, -0.101], [0.108, 0.054, 0.035], [0.236, 0.165, 0.075], [-0.156, -0.172, 0.164], [0.029, 0.028, 0.052], [-0.015, -0.029, -0.042], [-0.032, 0.002, -0.014], [0.036, 0.052, 0.051], [0.117, 0.082, 0.114], [0.110, 0.024, -0.438], [-0.049, 0.034, 0.049], [-0.040, -0.023, 0.010], [-0.001, 0.021, -0.012], [0.041, -0.028, 0.003], [0.049, 0.033, -0.022], [0.042, 0.014, 0.027], [0.006, -0.026, 0.036], [-0.050, -0.032, 0.020], [-0.049, -0.016, -0.045], [-0.103, -0.010, -0.087], [0.023, -0.006, -0.015], [-0.018, 0.064, -0.003], [0.049, 0.050, 0.049], [0.002, 0.044, -0.008], [-0.015, -0.006, 0.033], [0.024, -0.023, -0.021], [-0.001, -0.002, -0.007], [-0.028, -0.007, -0.063], [-0.017, -0.069, -0.026], [-0.012, -0.065, 0.044], [-0.047, 0.005, 0.009], [0.031, -0.068, 0.036], [0.010, 0.031, 0.008], [0.070, 0.010, 0.072], [0.027, -0.015, 0.136], [0.112, 0.021, -0.183], [-0.210, 0.071, 0.019], [0.073, 0.047, 0.128], [-0.017, -0.016, -0.027], [-0.038, -0.008, -0.024], [0.063, 0.031, 0.028], [0.075, -0.025, -0.078], [-0.005, -0.002, -0.014], [-0.030, -0.044, -0.008], [0.001, 0.050, -0.026], [0.040, -0.048, -0.083], [-0.035, -0.016, -0.059], [-0.067, 0.022, 0.002], [-0.033, 0.053, 0.088], [-0.070, -0.036, -0.132], [-0.020, 0.004, 0.000], [0.026, 0.041, -0.039], [0.066, 0.012, 0.031], [0.022, -0.019, -0.037], [0.035, 0.000, -0.016], [-0.011, -0.009, -0.004], [0.038, -0.179, 0.543], [-0.290, 0.081, -0.087], [0.020, 0.059, -0.038], [0.019, 0.016, 0.036], [0.000, -0.002, 0.016], [-0.041, -0.019, -0.041], [0.051, 0.043, -0.020], [0.110, 0.003, -0.004], [0.003, 0.047, 0.024], [0.004, -0.023, -0.051], [0.026, 0.018, 0.018], [0.001, 0.018, -0.022], [0.045, -0.113, 0.046], [-0.018, 0.052, 0.011], [0.012, 0.047, -0.013], [-0.021, 0.006, 0.028], [-0.028, -0.058, 0.008], [-0.037, 0.004, 0.017], [-0.002, 0.020, 0.000], [0.009, 0.015, 0.031], [-0.004, -0.027, 0.042], [-0.016, -0.029, 0.007], [-0.021, 0.002, -0.048], [-0.041, -0.018, -0.006], [0.016, -0.021, -0.060], [-0.026, -0.032, -0.033], [-0.066, 0.003, 0.011], [-0.022, 0.051, 0.077]],
  "mulliken_charge": [2.766, -0.668, -0.471, 0.615, -0.484, -0.519, -0.801, -0.615, -0.114, 0.517, 0.065, 0.037, 0.708, -1.086, -0.203, -1.219, -0.330, 0.607, -0.432, -1.104, -0.293, 0.381, -0.832, -0.678, -0.800, -0.563, 0.575, -0.445, -0.830, 0.358, 0.306, 0.122, 0.481, 0.408, 0.423, 0.509, 0.324, 0.161, 0.496, 0.401, 0.436, 0.286, 0.455, 0.367, 0.580, 0.469, 0.440, 0.544, 0.390, 0.212, 0.367, -1.822, 0.279, -0.696, 0.077, -0.487, -0.810, -0.610, -0.438, 0.519, 0.374, 0.409, 0.457, 0.408, 0.424, 0.439, 0.408, 0.329, -0.651, -0.558, 0.333, 0.770, -0.707, -0.855, 0.929, 0.259, -0.630, -0.689, -0.515, -0.743, -0.617, 0.624, -0.159, -0.377, -0.755, -0.890, -0.212, 0.406, 0.483, -0.653, 0.318, 0.449, 0.449, 0.443, 0.410, 0.430, 0.459, 0.124, 0.486, 0.397, 0.442, 0.219]
}